No. 1
# C3H4O4S

One molecule with the formula C3H4O4S in a non-equilibrium geometry (ωB97M-V/def2-TZVPD, the Open Molecules 2025 dataset).

The geometry in XYZ format:
```
12
Properties=species:S:1:pos:R:3:forces:R:3:lowdin_charge:R:1
C -0.119521 0.004265 -0.302309 0.355 0.310 0.224 -0.4959
C -0.084234 1.568243 0.103828 0.543 1.198 1.824 -0.3890
C -1.397836 -0.756892 -0.093748 0.029 -3.519 1.074 0.0069
O 1.015888 -0.757122 -0.124136 -0.564 0.497 -0.347 -0.3129
O 1.023103 1.963705 0.558849 -0.476 -0.179 -0.551 0.0238
O 3.181887 -1.505622 0.759593 0.080 0.279 -0.247 -0.4806
O -0.167044 1.057497 -1.236571 0.246 -0.908 0.569 0.0693
S 2.686863 -0.419398 -0.073909 -1.321 0.028 0.288 1.0459
H -1.018557 1.980228 0.606256 0.717 -0.733 -1.072 0.1807
H -1.057978 -1.911485 -0.251886 -1.156 2.635 0.273 0.1425
H -2.077233 -0.460119 -0.883770 -0.197 -0.107 -0.018 0.0767
H -1.985336 -0.763298 0.937806 1.744 0.499 -2.018 0.1326
```
Positions in Å, forces in eV/Å.

Calculated values
- Multiplicity: 1
- Largest force on an atom: 0.0715 hartree/bohr
- Frontier orbital gap (spin up / spin down): 8.259 / 7.316 eV
- Net charge: 0
- Molecular weight: 136.13 g/mol

***

No. 2
# C48H39AsNP2PdSe2

C48H39AsNP2PdSe2 as an isolated structure (ωB97M-V/def2-TZVPD, the Open Molecules 2025 dataset).

The geometry in XYZ format:
```
94
Properties=species:S:1:pos:R:3:forces:R:3:lowdin_charge:R:1
Pd 0.412610 0.636494 -0.407815 -0.373 0.305 0.067 -0.0170
N 2.199625 3.435358 -0.137702 0.067 -0.086 -0.194 0.1060
C 1.263779 4.392678 0.156506 -0.092 0.037 0.083 -0.3120
C 1.717890 5.681481 0.501255 -0.050 -0.006 -0.036 -0.0479
C 0.843632 6.693597 0.820622 -0.019 0.002 0.025 -0.1067
C -0.532110 6.466659 0.817632 0.046 0.098 0.020 -0.1124
C -0.987224 5.205554 0.496660 -0.027 -0.034 -0.005 -0.1169
C -0.127853 4.150644 0.180551 0.062 0.066 0.054 -0.2804
P -0.846760 2.525355 -0.253663 0.151 -0.318 0.156 0.9724
C -2.224770 2.370539 0.943243 -0.048 -0.042 -0.158 -0.3772
C -3.374549 1.666991 0.573831 0.012 -0.035 -0.051 -0.1417
C -4.339122 1.333557 1.511719 -0.027 0.014 0.069 -0.0995
C -4.169884 1.691132 2.843144 -0.034 -0.034 -0.024 -0.1016
C -3.030734 2.388118 3.220639 0.000 0.018 0.049 -0.0937
C -2.069244 2.726550 2.280048 0.060 0.050 0.087 -0.1036
C -1.690452 2.923629 -1.819961 0.114 0.004 -0.136 -0.3492
C -2.931444 3.544532 -1.927919 -0.034 0.046 0.016 -0.1070
C -3.452988 3.853932 -3.173888 -0.016 0.009 -0.041 -0.0954
C -2.728512 3.563274 -4.323411 -0.070 0.045 -0.003 -0.1016
C -1.485250 2.961017 -4.221319 0.068 -0.049 -0.034 -0.0784
C -0.969107 2.628560 -2.976814 -0.106 0.069 -0.025 -0.1010
H 3.072947 3.784112 -0.503301 -0.013 0.004 0.061 0.0873
H 1.889772 2.632976 -0.678778 -0.055 -0.052 0.022 -0.0325
H 2.785953 5.863182 0.503685 0.025 0.004 -0.002 0.1049
H 1.237159 7.670483 1.074905 -0.017 0.020 -0.001 0.0954
H -1.229826 7.257697 1.058815 0.009 0.012 0.002 0.0901
H -2.055747 5.021190 0.491783 0.004 -0.009 0.007 0.0978
H -3.509994 1.362837 -0.458392 0.017 0.015 0.050 0.0821
H -5.220456 0.786935 1.198680 -0.003 -0.009 0.012 0.1014
H -4.919211 1.426390 3.578448 0.002 0.004 0.010 0.0947
H -2.885423 2.672129 4.255795 -0.011 -0.004 0.010 0.0980
H -1.183232 3.267809 2.593658 -0.003 -0.020 -0.033 0.1085
H -3.504963 3.781667 -1.038712 0.031 -0.002 -0.028 0.0961
H -4.425536 4.325230 -3.244993 -0.010 0.011 -0.021 0.0949
H -3.134035 3.809149 -5.297136 -0.018 0.005 -0.006 0.0939
H -0.909339 2.737916 -5.111000 0.008 -0.010 0.010 0.1041
H 0.005463 2.154333 -2.904306 0.017 -0.032 -0.008 0.0176
Se 2.865541 1.489380 -3.248878 -0.064 -0.131 0.213 -0.2225
P 4.137295 -0.363805 -0.450283 -0.085 -0.036 -0.131 0.7664
Se 2.269758 -0.255592 -1.767628 0.292 0.088 -0.113 0.0659
C 3.772763 -0.003309 1.319688 0.021 0.045 0.015 -0.4387
C 4.865882 -0.226450 2.165816 0.050 -0.036 0.010 -0.1485
C 4.795594 0.031708 3.523024 0.005 0.004 0.032 -0.1019
C 3.629193 0.555322 4.067964 0.000 0.006 0.021 -0.1029
C 2.553640 0.815735 3.236967 0.003 0.041 0.003 -0.0915
C 2.623221 0.543245 1.875861 -0.095 -0.006 -0.018 -0.1099
C 4.276536 -2.206119 -0.391967 -0.005 0.036 -0.083 -0.4496
C 4.625359 -2.826356 -1.597207 0.024 0.046 0.030 -0.1344
C 4.819375 -4.193603 -1.666395 0.029 -0.029 -0.022 -0.1073
C 4.675367 -4.977688 -0.527495 -0.024 -0.055 -0.026 -0.1128
C 4.319342 -4.377371 0.668806 0.013 -0.033 0.058 -0.1115
C 4.116844 -3.003739 0.735348 0.032 0.006 0.005 -0.1158
H 5.789066 -0.619903 1.751662 -0.004 0.005 -0.017 0.0997
H 5.654386 -0.166446 4.152760 0.004 0.007 0.009 0.0946
H 3.569596 0.770438 5.127948 -0.004 -0.003 0.005 0.0932
H 1.642065 1.242809 3.637719 -0.003 -0.003 0.014 0.0999
H 1.751193 0.791576 1.264500 0.164 -0.121 -0.047 0.0278
H 4.737304 -2.221990 -2.490552 -0.010 0.021 0.001 0.1003
H 5.089567 -4.649563 -2.611538 -0.005 -0.003 0.007 0.1002
H 4.831081 -6.048297 -0.577381 0.007 -0.005 0.003 0.0952
H 4.193155 -4.979276 1.561746 -0.004 -0.003 -0.004 0.1003
H 3.828991 -2.555629 1.675459 -0.014 0.028 0.055 0.0930
C -5.541318 -3.969643 -0.290832 -0.012 -0.025 -0.013 -0.1109
C -4.850823 -4.058401 -1.491112 -0.027 -0.006 -0.002 -0.1007
C -3.742512 -3.254869 -1.720241 0.000 -0.034 -0.035 -0.1131
C -3.302346 -2.359175 -0.751603 0.055 0.033 -0.076 -0.3645
C -4.004780 -2.271410 0.445070 0.015 0.049 0.093 -0.1173
C -5.113714 -3.072695 0.677027 -0.033 -0.005 0.021 -0.0983
As -1.791019 -1.120619 -1.117902 0.086 -0.076 0.064 1.3213
C -0.848811 -1.505756 0.554518 0.003 0.163 0.016 -0.3723
C -1.035559 -0.891849 1.790585 -0.009 -0.016 -0.035 -0.1126
C -0.309307 -1.334616 2.889559 -0.037 0.021 0.020 -0.0939
C 0.593585 -2.379455 2.755227 0.016 -0.049 0.027 -0.0831
C 0.792633 -2.985627 1.523357 -0.018 0.049 0.016 -0.0279
C 0.086255 -2.541705 0.412752 -0.020 0.025 -0.019 -0.2031
C 0.250686 -3.035100 -0.965823 -0.018 -0.014 -0.019 -0.2250
C 1.222770 -3.933591 -1.384350 -0.001 0.019 0.004 -0.0277
C 1.335528 -4.245076 -2.730922 0.003 -0.041 -0.048 -0.0810
C 0.493023 -3.658852 -3.663557 -0.019 0.014 -0.020 -0.0871
C -0.474802 -2.748370 -3.252465 0.002 -0.010 -0.012 -0.1123
C -0.603602 -2.448079 -1.907709 -0.026 0.007 0.002 -0.3702
H -6.404023 -4.598843 -0.110604 -0.004 0.001 0.005 0.0930
H -5.172669 -4.758402 -2.252685 -0.004 -0.005 -0.001 0.0961
H -3.209410 -3.348408 -2.659891 0.023 0.024 0.016 0.0888
H -3.680843 -1.581725 1.217899 0.017 -0.012 -0.032 0.0831
H -5.641484 -2.997608 1.620394 -0.004 -0.003 0.001 0.0969
H -1.734147 -0.071087 1.902273 -0.032 -0.035 -0.022 0.0762
H -0.445980 -0.854080 3.850568 0.011 0.006 0.006 0.1002
H 1.158838 -2.716515 3.615825 0.006 0.007 0.002 0.1019
H 1.508062 -3.790090 1.428020 0.040 -0.035 -0.019 0.0952
H 1.923481 -4.358242 -0.676741 -0.004 -0.018 0.012 0.0925
H 2.110716 -4.926856 -3.058456 -0.002 -0.003 0.015 0.0972
H 0.607310 -3.885213 -4.716199 0.006 0.001 -0.004 0.0975
H -1.098872 -2.256815 -3.990443 -0.009 0.003 0.021 0.1023
```
Positions in Å, forces in eV/Å.

Calculated values
- Multiplicity: 1
- Largest force on an atom: 0.0095 hartree/bohr
- Frontier orbital gap: 6.122 eV
- Net charge: -1
- Molecular weight: 1031.06 g/mol

***

Computed values of E_tot (unit: eV) for the preceding records, in sequence: -22196.503 -265492.143.
Computed values of ΔE to the lowest compared entry with this formula, charge and spin (unit: kJ/mol) for the preceding records, in sequence: 437.04 146.01.